(i)
Below is a 2-piece molecular cluster, C5H14 overall, with properties calculated with wB97M-V/def2-TZVPD.

The geometry in XYZ format:
```
19
Properties=species:S:1:pos:R:3:mulliken_charge:R:1
C 0.365 1.240 -1.327 -1.2573
C 0.948 0.462 -0.113 0.6169
C 1.798 1.368 0.749 -1.2776
H -0.465 1.843 -0.947 0.3410
H 0.042 0.568 -2.109 0.3177
H 1.138 1.889 -1.744 0.4295
H 0.058 0.002 0.384 -0.4249
H 1.543 -0.403 -0.444 0.2609
H 1.244 2.112 1.324 0.3261
H 2.454 0.729 1.378 0.3206
H 2.458 1.989 0.131 0.3126
C -1.902 -0.903 0.555 -0.8651
C -1.106 -2.120 0.123 -0.8349
H -2.998 -1.021 0.485 0.3551
H -1.808 -0.712 1.628 0.2924
H -1.614 -0.018 0.003 0.2204
H -0.614 -2.039 -0.857 0.2547
H -1.744 -3.014 0.102 0.3243
H -0.278 -2.311 0.816 0.2877
```

Properties
2S+1: 1
SMILES string: CCC.CC
Net charge: 0
E_HOMO, eV: -11.06
Kohn-Sham gap, eV: 12.2

(ii)
Below is a 2-piece molecular cluster, C5H14 overall, with properties calculated with wB97M-V/def2-TZVPD.

The geometry in XYZ format:
```
19
Properties=species:S:1:pos:R:3:mulliken_charge:R:1
C -1.127 2.551 -0.701 -1.3076
C -0.882 1.061 -0.679 0.1485
C -1.007 0.439 -2.076 -1.1667
H -1.880 2.838 -1.475 0.3156
H -0.175 3.057 -0.887 0.3122
H -1.407 2.939 0.287 0.3632
H 0.168 0.974 -0.250 0.0522
H -1.331 0.384 0.051 0.3399
H -0.603 1.260 -2.706 0.2969
H -0.527 -0.478 -2.396 0.3498
H -2.073 0.354 -2.239 0.2881
C 0.875 -1.544 1.242 -0.6995
C 1.801 -2.345 2.109 -0.9765
H 0.203 -0.785 1.638 0.3040
H 1.442 -0.896 0.536 0.2506
H 0.211 -2.117 0.541 0.2649
H 2.447 -1.731 2.758 0.2822
H 1.365 -3.075 2.783 0.3120
H 2.501 -2.886 1.463 0.2702
```

Properties
2S+1: 1
SMILES string: CCC.CC
Net charge: 0
E_HOMO, eV: -10.80
Kohn-Sham gap, eV: 11.9

(iii)
Below is a 2-piece molecular cluster, C5H14 overall, with properties calculated with wB97M-V/def2-TZVPD.

The geometry in XYZ format:
```
19
Properties=species:S:1:pos:R:3:mulliken_charge:R:1
C 0.980 0.855 0.364 -1.1641
C 1.779 0.112 -0.754 -0.2319
C 2.926 -0.621 -0.027 -1.0515
H 0.640 0.253 1.202 0.3693
H 1.501 1.705 0.806 0.4331
H 0.093 1.216 -0.189 0.1729
H 2.130 0.929 -1.392 0.2384
H 1.086 -0.529 -1.304 0.3245
H 3.958 -0.463 -0.413 0.3194
H 2.678 -1.685 -0.016 0.2520
H 3.116 -0.176 0.944 0.3232
C -2.660 0.558 0.026 -0.8890
C -2.511 -0.952 0.240 -0.7626
H -2.074 1.076 0.783 0.2650
H -2.280 0.933 -0.936 0.2604
H -3.732 0.762 -0.061 0.3437
H -1.495 -1.290 0.046 0.2344
H -3.135 -1.477 -0.499 0.2954
H -3.000 -1.204 1.179 0.2673
```

Properties
2S+1: 1
SMILES string: CCC.CC
Net charge: 0
E_HOMO, eV: -10.95
Kohn-Sham gap, eV: 12.1

(iv)
Below is a 2-piece molecular cluster, C5H14 overall, with properties calculated with wB97M-V/def2-TZVPD.

The geometry in XYZ format:
```
19
Properties=species:S:1:pos:R:3:mulliken_charge:R:1
C 1.777 0.670 0.546 -0.5242
C 1.295 0.310 1.950 -0.2774
C -0.218 0.595 2.156 -0.8433
H 2.590 0.029 0.210 0.3334
H 1.968 1.731 0.376 0.3151
H 0.956 0.454 -0.144 -0.2391
H 1.457 -0.757 2.081 0.2470
H 1.789 0.849 2.750 0.2762
H -0.803 0.491 1.259 0.1142
H -0.652 -0.119 2.856 0.3040
H -0.292 1.623 2.511 0.2990
C -1.257 -1.481 -2.141 -0.8683
C -1.190 0.037 -2.006 -0.6478
H -2.229 -1.834 -2.479 0.3131
H -0.505 -1.852 -2.838 0.2715
H -1.111 -1.990 -1.189 0.2683
H -1.835 0.341 -1.183 0.1950
H -0.207 0.424 -1.774 0.1359
H -1.532 0.480 -2.942 0.3274
```

Properties
2S+1: 1
SMILES string: CCC.CC
Net charge: 0
E_HOMO, eV: -11.38
Kohn-Sham gap, eV: 12.5

What is the stability order? It is (iv), (i), (iii), (ii), from most stable to least stable.

(i)
Below is a 2-piece molecular cluster, C5H14 overall, with properties calculated with wB97M-V/def2-TZVPD.

The geometry in XYZ format:
```
19
Properties=species:S:1:pos:R:3:mulliken_charge:R:1
C 0.840 0.093 -0.548 -0.4326
C 0.657 1.366 -1.401 -0.2516
C 1.954 2.103 -1.756 -1.2676
H 0.582 -0.807 -1.108 0.3486
H 0.259 0.125 0.345 -0.2539
H 1.895 -0.066 -0.305 0.3363
H 0.305 0.988 -2.364 0.1880
H -0.010 2.097 -0.958 0.3134
H 2.376 2.738 -0.970 0.3248
H 2.745 1.450 -2.129 0.3562
H 1.731 2.835 -2.531 0.3488
C -0.963 -1.540 1.608 -0.7748
C -2.414 -1.879 1.945 -0.8804
H -0.639 -1.822 0.605 0.2259
H -0.693 -0.491 1.627 0.2578
H -0.222 -1.999 2.270 0.3445
H -2.924 -2.051 0.993 0.2656
H -2.961 -1.125 2.503 0.2929
H -2.395 -2.853 2.429 0.2581
```

Properties
2S+1: 1
SMILES string: CCC.CC
Net charge: 0
E_HOMO, eV: -11.13
Kohn-Sham gap, eV: 12.3

(ii)
Below is a 2-piece molecular cluster, C5H14 overall, with properties calculated with wB97M-V/def2-TZVPD.

The geometry in XYZ format:
```
19
Properties=species:S:1:pos:R:3:mulliken_charge:R:1
C -1.105 2.277 -0.019 -1.2097
C -1.532 0.877 -0.468 0.1257
C -2.340 0.175 0.585 -1.1896
H -0.512 2.256 0.889 0.3305
H -1.950 2.952 0.147 0.3539
H -0.545 2.714 -0.853 0.3137
H -2.107 1.031 -1.389 0.2851
H -0.620 0.364 -0.785 0.0337
H -2.621 -0.866 0.387 0.3189
H -1.720 0.071 1.477 0.2933
H -3.256 0.685 0.893 0.3520
C 1.679 -1.351 -0.255 -0.6132
C 3.103 -1.868 0.084 -1.0483
H 1.742 -1.047 -1.294 0.2818
H 1.061 -2.231 -0.077 0.2325
H 1.299 -0.568 0.395 0.2169
H 3.373 -2.703 -0.563 0.2945
H 3.929 -1.159 0.000 0.3313
H 3.078 -2.238 1.113 0.2971
```

Properties
2S+1: 1
SMILES string: CCC.CC
Net charge: 0
E_HOMO, eV: -11.36
Kohn-Sham gap, eV: 12.4

What is the stability order? It is (ii), (i), from most stable to least stable.

(i)
Below is a 2-piece molecular cluster, C5H14 overall, with properties calculated with wB97M-V/def2-TZVPD.

The geometry in XYZ format:
```
19
Properties=species:S:1:pos:R:3:mulliken_charge:R:1
C -0.811 1.154 -0.207 -1.0762
C 0.023 1.745 0.889 -0.0653
C 0.838 2.908 0.337 -1.1809
H -1.322 1.760 -0.947 0.4428
H -1.619 0.457 0.153 0.2279
H -0.212 0.520 -0.889 0.2283
H -0.586 2.050 1.743 0.3168
H 0.704 0.938 1.200 0.1390
H 0.371 3.555 -0.389 0.3221
H 1.426 3.533 1.032 0.3325
H 1.725 2.539 -0.210 0.3038
C 0.369 -3.087 -1.021 -0.7723
C -0.413 -2.482 0.129 -0.8194
H -0.403 -3.623 -1.593 0.2304
H 0.952 -2.411 -1.631 0.2897
H 1.129 -3.846 -0.678 0.2458
H -1.108 -1.681 -0.082 0.1602
H 0.125 -2.256 1.057 0.3091
H -1.092 -3.218 0.533 0.3658
```

Properties
2S+1: 1
SMILES string: CCC.CC
Net charge: 0
E_HOMO, eV: -11.20
Kohn-Sham gap, eV: 12.3

(ii)
Below is a 2-piece molecular cluster, C5H14 overall, with properties calculated with wB97M-V/def2-TZVPD.

The geometry in XYZ format:
```
19
Properties=species:S:1:pos:R:3:mulliken_charge:R:1
C 1.270 -0.100 -2.067 -1.5177
C 0.128 0.579 -1.372 0.1877
C -1.163 0.206 -2.056 -1.1028
H 2.392 0.167 -1.619 0.2299
H 1.400 0.194 -3.008 0.5503
H 1.206 -1.122 -2.301 0.4202
H 0.236 0.088 -0.269 -0.2110
H 0.327 1.634 -1.367 0.3902
H -1.277 0.770 -2.963 0.3480
H -1.256 -0.851 -2.202 0.3275
H -1.980 0.556 -1.311 0.2391
C 0.156 -0.775 3.017 -0.9259
C -0.395 0.252 2.070 -0.5156
H 1.237 -0.877 3.237 0.3193
H -0.261 -0.595 4.068 0.2738
H -0.456 -1.655 2.911 0.2838
H -1.406 0.043 1.870 0.3003
H 0.122 0.189 1.104 0.0134
H -0.281 1.298 2.258 0.3894
```

Properties
2S+1: 1
SMILES string: CCC.CC
Net charge: 0
E_HOMO, eV: -10.19
Kohn-Sham gap, eV: 11.3

What is the stability order? It is (i), (ii), from most stable to least stable.

(i)
Below is a 2-piece molecular cluster, C5H14 overall, with properties calculated with wB97M-V/def2-TZVPD.

The geometry in XYZ format:
```
19
Properties=species:S:1:pos:R:3:mulliken_charge:R:1
C 1.474 -1.308 -0.851 -0.9397
C 2.712 -1.535 0.028 -0.1768
C 2.713 -0.703 1.312 -1.0942
H 0.908 -2.200 -1.235 0.3009
H 0.653 -0.661 -0.599 0.2145
H 1.782 -0.782 -1.771 0.2877
H 2.933 -2.572 0.234 0.3072
H 3.631 -1.189 -0.465 0.2260
H 2.506 0.457 1.087 0.2418
H 3.716 -0.707 1.769 0.3293
H 1.984 -0.975 2.081 0.3088
C -3.687 1.906 0.292 -0.7696
C -2.533 1.172 -0.561 -0.7628
H -4.245 2.407 -0.457 0.2692
H -4.261 1.166 0.840 0.2480
H -3.337 2.557 1.156 0.2460
H -2.321 0.134 -0.420 0.2838
H -1.597 1.712 -0.817 0.2621
H -3.032 1.122 -1.624 0.2177
```

Properties
2S+1: 1
SMILES string: CCC.CC
Net charge: 0
E_HOMO, eV: -11.09
Kohn-Sham gap, eV: 12.1

(ii)
Below is a 2-piece molecular cluster, C5H14 overall, with properties calculated with wB97M-V/def2-TZVPD.

The geometry in XYZ format:
```
19
Properties=species:S:1:pos:R:3:mulliken_charge:R:1
C 0.930 1.547 0.474 -0.6446
C -0.182 2.341 -0.230 -0.2761
C -1.566 1.703 0.038 -0.9500
H 0.726 0.480 0.383 -0.2970
H 1.084 1.780 1.528 0.3107
H 1.904 1.693 -0.003 0.3622
H -0.134 3.383 0.091 0.3065
H 0.089 2.360 -1.285 0.2510
H -2.083 1.641 -0.928 0.2421
H -1.448 0.734 0.497 0.3008
H -2.241 2.444 0.464 0.3173
C 0.652 -2.235 0.532 -0.5146
C 0.054 -2.822 -0.734 -0.8559
H 0.969 -1.214 0.388 -0.0654
H 0.088 -2.395 1.446 0.3029
H 1.653 -2.649 0.705 0.3565
H 0.691 -3.559 -1.206 0.2844
H -0.210 -2.042 -1.465 0.2842
H -0.978 -3.191 -0.695 0.2852
```

Properties
2S+1: 1
SMILES string: CCC.CC
Net charge: 0
E_HOMO, eV: -11.09
Kohn-Sham gap, eV: 12.2

What is the stability order? It is (ii), (i), from most stable to least stable.

(i)
Below is a 2-piece molecular cluster, C5H14 overall, with properties calculated with wB97M-V/def2-TZVPD.

The geometry in XYZ format:
```
19
Properties=species:S:1:pos:R:3:mulliken_charge:R:1
C -2.209 0.671 0.116 -1.3604
C -0.970 -0.016 -0.432 0.3983
C -1.204 -0.614 -1.838 -1.2456
H -1.977 1.407 0.895 0.3341
H -2.841 0.020 0.726 0.3257
H -2.857 1.114 -0.628 0.3705
H -0.177 0.706 -0.600 0.1093
H -0.601 -0.728 0.304 0.0767
H -2.248 -0.710 -2.127 0.3607
H -0.672 -0.042 -2.608 0.2955
H -0.630 -1.529 -1.917 0.3234
C 1.720 -0.044 1.719 -0.8366
C 2.352 -0.067 0.321 -0.8125
H 2.497 -0.254 2.437 0.2939
H 1.396 0.983 1.890 0.2526
H 0.857 -0.645 1.996 0.3099
H 2.394 0.935 -0.070 0.2855
H 1.820 -0.691 -0.408 0.1650
H 3.352 -0.497 0.224 0.3538
```

Properties
2S+1: 1
SMILES string: CCC.CC
Net charge: 0
E_HOMO, eV: -10.91
Kohn-Sham gap, eV: 12.0

(ii)
Below is a 2-piece molecular cluster, C5H14 overall, with properties calculated with wB97M-V/def2-TZVPD.

The geometry in XYZ format:
```
19
Properties=species:S:1:pos:R:3:mulliken_charge:R:1
C -1.260 -2.901 -0.768 -1.0512
C -1.252 -1.511 0.095 -0.3009
C 0.044 -0.774 -0.241 -0.7140
H -2.130 -2.958 -1.390 0.3069
H -1.259 -3.713 -0.037 0.2563
H -0.503 -3.051 -1.506 0.3544
H -2.197 -0.972 -0.205 0.2230
H -1.264 -1.805 1.135 0.3224
H 0.241 0.106 0.408 -0.2043
H 0.996 -1.240 -0.467 0.4264
H -0.105 -0.477 -1.310 0.3766
C 0.888 2.609 -0.214 -0.6987
C 1.187 2.173 1.226 -0.9814
H -0.077 3.100 -0.452 0.2495
H 1.633 3.355 -0.486 0.3009
H 1.090 1.666 -0.722 0.2062
H 2.141 1.622 1.343 0.2738
H 0.442 1.659 1.804 0.3412
H 1.385 3.112 1.787 0.3130
```

Properties
2S+1: 1
SMILES string: CCC.CC
Net charge: 0
E_HOMO, eV: -10.76
Kohn-Sham gap, eV: 11.9

What is the stability order? It is (i), (ii), from most stable to least stable.

(i)
Below is one molecule with the formula C4H9NO2S, with properties calculated with wB97M-V/def2-TZVPD.

The geometry in XYZ format:
```
17
Properties=species:S:1:pos:R:3:mulliken_charge:R:1
N -0.363 -1.486 -1.305 -0.6047
C 0.945 -1.049 -0.812 -0.6559
C 1.066 -0.505 0.564 -0.5709
C 0.195 0.775 0.813 0.0496
S 0.631 2.028 -0.379 -0.2598
C -1.341 0.382 0.867 0.3259
O -1.706 -0.340 1.746 -0.5168
O -2.155 0.769 -0.140 -0.4874
H -0.931 -0.668 -1.633 0.3162
H -1.004 -2.020 -0.653 0.2681
H 1.609 -1.927 -1.025 0.3052
H 1.377 -0.249 -1.510 0.3237
H 0.562 -1.212 1.291 0.2769
H 2.167 -0.322 0.756 0.2977
H 0.446 1.148 1.771 0.3711
H 0.212 3.099 0.260 0.1849
H -1.709 1.577 -0.611 0.3762
```

Properties
2S+1: 1
SMILES string: NCC[C@@H](S)C(=O)O
Net charge: 0
E_HOMO, eV: -9.37
Kohn-Sham gap, eV: 9.7

(ii)
Below is one molecule with the formula C4H9NO2S, with properties calculated with wB97M-V/def2-TZVPD.

The geometry in XYZ format:
```
17
Properties=species:S:1:pos:R:3:mulliken_charge:R:1
C 0.988 -1.496 -1.253 -0.3816
C 1.297 -1.303 0.192 -0.4877
C 0.039 -0.395 -1.737 -0.4796
C -1.624 1.867 1.402 -0.7609
N -0.538 -0.366 0.540 -0.2738
O 0.735 1.096 2.240 -0.6196
O -1.071 -0.366 -0.787 -0.3064
S 0.006 1.294 0.944 0.5125
H 1.944 -1.267 -1.903 0.2793
H 0.649 -2.449 -1.386 0.3467
H 1.317 -2.086 0.900 0.3276
H 2.044 -0.561 0.439 0.2922
H 0.585 0.503 -1.533 0.3289
H -0.499 -0.414 -2.677 0.3730
H -1.860 1.276 2.363 0.2904
H -2.415 1.624 0.583 0.2656
H -1.597 3.041 1.673 0.2934
```

Properties
2S+1: 1
Net charge: 0
E_HOMO, eV: -8.62
Kohn-Sham gap, eV: 9.2

(iii)
Below is one molecule with the formula C4H9NO2S, with properties calculated with wB97M-V/def2-TZVPD.

The geometry in XYZ format:
```
17
Properties=species:S:1:pos:R:3:mulliken_charge:R:1
C -0.714 0.366 -1.612 -1.7562
C 0.091 -0.374 -0.582 0.5493
C 1.645 -0.127 -0.805 -1.2363
C -0.313 0.246 0.785 -0.3769
S -2.084 0.627 0.925 -0.2344
N -0.071 -0.940 1.939 0.9758
O 0.071 -0.522 3.084 -0.5731
O -0.132 -2.033 1.501 -0.5535
H -0.685 1.429 -1.387 0.4490
H -1.747 -0.034 -1.725 0.4161
H -0.093 0.462 -2.485 0.4648
H -0.125 -1.491 -0.587 0.3541
H 1.638 0.927 -1.134 0.3823
H 2.088 -0.085 0.229 0.3432
H 2.272 -0.831 -1.464 0.2694
H 0.331 1.182 1.048 0.3373
H -2.172 1.196 2.271 0.1891
```

Properties
2S+1: 1
SMILES string: CC(C)[C@@H](S)[N+](=O)[O-]
Net charge: 0
E_HOMO, eV: -9.63
Kohn-Sham gap, eV: 10.1

What is the stability order? It is (i), (iii), (ii), from most stable to least stable.